C32H38Cl3F4N4O2S3SiTi as an isolated structure. Source: OMol25; level of theory: wB97M-V/def2-TZVPD.

Calculated values
multiplicity = 1
charge = +1
F_max = 0.61 eV Å⁻¹
HOMO = -11.10 eV
ΔE to the lowest compared entry with this formula, charge and spin = 28.9 kJ/mol
energy = -155788.247 eV
lowest unoccupied orbital energy = -3.30 eV
Kohn-Sham gap = 7.8 eV

Cartesian coordinates (Å):
Ti (0.294, 0.426, 0.987)
Cl (-2.083, 7.442, -2.585)
Cl (-5.854, 2.544, 4.074)
Cl (-2.450, 5.471, 1.161)
S (-1.842, 6.099, -5.225)
S (-0.085, -1.437, 2.368)
S (-2.944, -0.735, 3.113)
Si (-1.142, -1.758, -1.199)
F (5.929, -2.300, 1.297)
F (2.744, 1.548, -0.773)
F (3.736, -1.564, 2.628)
F (4.921, 0.756, -2.126)
O (-1.927, -3.123, 2.695)
O (-5.224, 4.896, -2.075)
N (-0.597, 1.995, -0.230)
N (0.155, 2.105, 2.628)
N (2.048, 0.504, 1.657)
N (-2.085, 3.030, -1.469)
C (-4.272, 3.994, 2.455)
C (-0.790, -3.518, -0.678)
C (0.935, 1.424, 3.673)
C (-5.353, 3.135, 2.529)
C (-4.052, 6.012, -3.901)
C (0.321, -0.635, -0.750)
C (-1.178, 2.454, 3.135)
C (-3.854, 4.439, 1.209)
C (-1.776, -1.814, 2.717)
C (0.035, 3.006, -0.932)
C (-4.508, 4.071, 0.041)
C (4.651, 0.187, -0.951)
C (-2.786, 6.515, -3.852)
C (-3.218, -3.676, 3.011)
C (-5.074, 6.118, -2.810)
C (-3.363, 3.382, -2.078)
C (2.233, 0.877, 3.080)
C (4.034, -0.950, 1.480)
C (3.195, 0.046, 0.982)
C (5.483, -0.787, -0.440)
C (-1.341, -1.665, -3.061)
C (0.843, 3.345, 2.227)
C (-6.031, 2.743, 1.383)
C (-3.153, 5.223, -5.898)
C (-4.251, 5.265, -5.103)
C (-5.606, 3.220, 0.157)
C (-2.793, -1.185, -0.487)
C (-4.076, 4.524, -1.333)
C (-0.882, 3.656, -1.692)
C (-1.874, 2.050, -0.583)
C (3.531, 0.593, -0.254)
C (5.160, -1.345, 0.779)
H (1.200, -1.282, -0.609)
H (-2.750, -0.604, 0.433)
H (-6.882, 2.081, 1.460)
H (-4.817, 6.927, -2.121)
H (-3.760, 4.313, 3.351)
H (-3.390, 5.369, -1.240)
H (6.361, -1.109, -0.983)
H (-1.099, 3.146, 3.981)
H (-0.010, -3.952, -1.307)
H (0.325, 0.618, 4.073)
H (2.547, 0.009, 3.658)
H (-3.122, -4.738, 2.809)
H (-1.691, -4.122, -0.807)
H (-1.566, -0.641, -3.373)
H (-0.435, -1.981, -3.582)
H (3.031, 1.622, 3.132)
H (0.230, 3.884, 1.510)
H (-5.189, 4.787, -5.352)
H (0.518, 0.042, -1.587)
H (-3.048, 4.747, -6.859)
H (-4.001, 2.498, -2.072)
H (-2.161, -2.302, -3.403)
H (-3.335, -0.607, -1.242)
H (-3.175, 3.661, -3.112)
H (-3.414, -2.055, -0.256)
H (-3.984, -3.220, 2.388)
H (1.166, 2.119, 4.488)
H (-2.662, 1.406, -0.229)
H (-6.059, 6.321, -3.227)
H (-0.792, 4.486, -2.372)
H (-3.449, -3.498, 4.059)
H (-6.147, 2.944, -0.740)
H (1.809, 3.119, 1.777)
H (-1.704, 1.556, 3.448)
H (-1.741, 2.940, 2.341)
H (1.092, 3.180, -0.852)
H (-0.474, -3.602, 0.362)
H (0.997, 3.988, 3.100)

=====

C32H38F3N2O3P2PbSSi2 as an isolated structure at a distorted geometry. Source: OMol25; level of theory: wB97M-V/def2-TZVPD.

Calculated values
multiplicity = 1
charge = -1
F_max = 2.17 eV Å⁻¹
HOMO = -4.97 eV
energy = -101498.569 eV
lowest unoccupied orbital energy = 2.48 eV
Kohn-Sham gap = 7.4 eV

Cartesian coordinates (Å):
Pb (-0.088, 0.070, 2.265)
S (1.233, -0.822, 5.014)
P (0.656, -1.247, -0.249)
P (0.430, 1.610, -0.235)
Si (-1.852, 3.260, 0.994)
Si (-1.913, -2.811, 0.724)
F (2.794, -2.949, 5.502)
F (0.719, -3.265, 5.957)
F (1.388, -3.292, 3.914)
O (-0.208, -0.738, 4.935)
O (1.911, -0.423, 3.787)
O (1.831, -0.336, 6.224)
N (-0.671, -1.629, 0.608)
N (-0.712, 1.979, 0.858)
C (1.419, -1.350, -4.212)
C (-0.831, -1.711, -2.629)
C (1.451, 4.187, -1.001)
C (3.108, 5.269, 0.363)
C (-1.753, -4.398, -0.346)
C (-2.000, -3.325, 2.560)
C (1.768, -3.817, -0.427)
C (1.404, 0.244, 0.253)
C (1.571, 3.036, -0.233)
C (3.251, 4.113, 1.115)
C (1.551, -2.677, 5.088)
C (2.480, 3.007, 0.819)
C (1.520, -1.247, -2.839)
C (-1.864, 4.556, -0.421)
C (-0.326, 1.611, -1.890)
C (-0.928, -1.812, -4.006)
C (1.890, -2.538, 0.100)
C (-1.456, 4.155, 2.636)
C (0.372, 1.919, -3.049)
C (-0.283, 1.897, -4.268)
C (3.591, -4.541, 0.949)
C (-3.552, -1.961, 0.188)
C (0.397, -1.445, -2.044)
C (-1.655, 1.214, -1.967)
C (3.734, -3.258, 1.451)
C (-3.588, 2.455, 1.078)
C (2.878, -2.257, 1.033)
C (2.226, 5.297, -0.704)
C (-1.622, 1.556, -4.336)
C (2.621, -4.818, -0.001)
C (0.196, -1.645, -4.795)
C (-2.302, 1.184, -3.185)
H (-2.970, -3.727, 2.836)
H (2.527, -5.819, -0.401)
H (-3.582, -1.739, -0.876)
H (-2.672, -4.979, -0.316)
H (2.457, -1.002, -2.354)
H (-0.950, -5.032, 0.019)
H (-3.567, 1.607, 1.757)
H (-3.917, 2.098, 0.107)
H (-3.335, 0.870, -3.246)
H (2.551, 2.098, 1.401)
H (0.120, -1.743, -5.869)
H (2.117, 6.197, -1.298)
H (-2.149, 0.925, -1.049)
H (-1.249, -4.075, 2.791)
H (-1.696, -1.833, -1.995)
H (-4.406, -2.596, 0.410)
H (4.230, -5.333, 1.311)
H (-2.136, 1.582, -5.288)
H (-1.895, 4.068, -1.391)
H (3.944, 4.086, 1.946)
H (-2.226, 4.865, 2.920)
H (4.502, -3.038, 2.179)
H (-1.802, -2.468, 3.199)
H (2.288, -1.200, -4.838)
H (-1.883, -2.017, -4.468)
H (-3.681, -1.023, 0.720)
H (1.424, 2.167, -2.999)
H (3.675, 6.155, 0.615)
H (-4.338, 3.151, 1.441)
H (-1.361, 3.430, 3.439)
H (-2.716, 5.226, -0.363)
H (-0.517, 4.695, 2.566)
H (0.995, -4.024, -1.156)
H (0.750, 4.222, -1.825)
H (2.939, -1.256, 1.437)
H (-1.545, -4.169, -1.387)
H (0.252, 2.155, -5.172)
H (-0.965, 5.164, -0.383)

=====

A 2-piece molecular cluster, C32H38N2O5S overall at a distorted geometry. Source: OMol25; level of theory: wB97M-V/def2-TZVPD.

Calculated values
multiplicity = 1
F_max = 4.26 eV Å⁻¹
HOMO = -4.86 eV
ΔE to the lowest compared entry with this formula, charge and spin = 251.7 kJ/mol
energy = -57847.329 eV
lowest unoccupied orbital energy = -2.29 eV
Kohn-Sham gap = 2.6 eV

Cartesian coordinates (Å):
S (0.738, 3.811, -2.865)
O (0.719, 4.372, -4.198)
O (1.238, 0.011, -4.009)
O (1.854, 3.993, -1.963)
O (2.508, 1.924, -4.048)
O (-0.865, 1.573, -2.910)
N (4.769, -2.138, 1.961)
N (-5.173, -1.879, 1.904)
C (-1.064, 3.683, -0.836)
C (-0.118, 0.432, 1.402)
C (3.586, -1.454, 1.966)
C (0.367, 2.013, -3.024)
C (-7.161, -2.946, 1.208)
C (-2.904, -2.016, 1.126)
C (-1.536, 0.907, -4.073)
C (-3.190, 4.821, -0.743)
C (-2.292, 3.892, -0.211)
C (1.205, -1.447, 2.393)
C (-7.177, -2.804, 2.738)
C (-5.945, -1.983, 3.124)
C (4.793, 2.116, -4.705)
C (5.351, -2.710, 3.160)
C (3.687, 1.141, -4.399)
C (5.605, -2.239, 0.781)
C (-1.585, 5.355, -2.475)
C (-2.409, 0.498, 2.279)
C (2.451, -1.980, 2.647)
C (-3.616, -0.120, 2.520)
C (3.494, -0.213, 1.283)
C (-2.841, 5.544, -1.884)
C (1.104, -0.200, 1.681)
C (1.397, 1.202, -3.742)
C (6.579, -3.481, 2.672)
C (6.686, -3.251, 1.154)
C (-0.726, 4.365, -1.997)
C (-1.610, -1.541, 1.162)
C (-5.802, -2.448, 0.727)
C (2.299, 0.460, 1.269)
C (-1.370, -0.206, 1.605)
C (-3.919, -1.334, 1.845)
H (-2.229, 1.517, 2.630)
H (4.884, 2.905, -3.947)
H (5.034, -2.586, -0.093)
H (7.468, -3.108, 3.184)
H (6.500, -4.194, 0.632)
H (-4.147, 4.987, -0.255)
H (6.463, -4.545, 2.891)
H (-2.518, 0.629, -3.685)
H (-6.222, -0.990, 3.510)
H (0.312, -1.983, 2.711)
H (-2.532, 3.317, 0.686)
H (2.234, 1.469, 0.856)
H (-7.938, -2.325, 0.760)
H (-4.392, 0.326, 3.147)
H (-0.358, 2.976, -0.413)
H (4.664, 2.602, -5.684)
H (-5.380, -2.487, 3.926)
H (7.666, -2.875, 0.862)
H (-7.307, -3.978, 0.895)
H (4.399, 0.192, 0.826)
H (5.715, 1.525, -4.726)
H (-1.603, 1.645, -4.891)
H (4.634, -3.351, 3.690)
H (3.959, 0.515, -3.542)
H (-3.548, 6.257, -2.317)
H (-7.106, -3.793, 3.195)
H (-0.801, -2.157, 0.771)
H (5.652, -1.908, 3.865)
H (-1.282, 5.967, -3.317)
H (2.584, -2.854, 3.296)
H (-0.969, 0.018, -4.355)
H (-8.085, -2.315, 3.088)
H (3.481, 0.524, -5.279)
H (-3.173, -2.944, 0.611)
H (-5.189, -3.253, 0.296)
H (-5.926, -1.688, -0.065)
H (6.036, -1.259, 0.524)
H (-0.101, 1.499, 1.192)

=====

C32H38N5O5SeSiTi as an isolated structure at a distorted geometry. Source: OMol25; level of theory: wB97M-V/def2-TZVPD.

Calculated values
multiplicity = 1
charge = -1
F_max = 1.37 eV Å⁻¹
HOMO = -3.69 eV
energy = -147834.672 eV
lowest unoccupied orbital energy = 1.92 eV
Kohn-Sham gap = 5.6 eV

Cartesian coordinates (Å):
Se (-2.459, -3.117, -0.280)
Ti (0.793, 0.557, -0.839)
Si (-2.701, -4.031, 1.745)
O (1.714, 0.736, -4.921)
O (0.094, -4.330, -4.668)
O (0.675, -1.035, 0.230)
O (1.007, -3.238, 0.496)
O (1.852, 0.930, -2.682)
N (2.526, 1.136, 0.043)
N (-0.207, 1.248, 0.901)
N (0.880, 2.704, -1.244)
N (-1.043, 0.729, -1.396)
N (0.795, -1.175, -2.175)
C (-2.323, 1.032, 2.038)
C (0.754, 0.859, 3.236)
C (0.401, 1.822, 2.091)
C (-1.977, 0.541, -0.433)
C (3.339, 0.233, 0.853)
C (-4.231, -3.324, 2.632)
C (0.729, -2.075, -4.359)
C (-3.635, 0.687, 2.245)
C (-1.478, 0.903, 0.903)
C (-1.335, 2.851, -2.446)
C (2.915, 2.400, -0.096)
C (-4.566, 0.118, 1.378)
C (-4.373, -0.142, 0.043)
C (0.341, -3.306, -3.818)
C (-1.239, -3.849, 2.935)
C (-3.014, -5.900, 1.555)
C (1.808, -0.205, 2.917)
C (4.607, 4.206, 0.522)
C (2.089, 3.164, -1.057)
C (-3.251, 0.092, -0.745)
C (4.508, 5.170, -0.456)
C (1.552, 0.334, -3.780)
C (0.109, 3.330, -2.312)
C (0.486, -2.357, -1.653)
C (-1.425, 1.334, -2.654)
C (0.675, -2.280, -0.162)
C (0.960, -1.038, -3.489)
C (3.141, 0.342, 2.382)
C (3.988, 2.963, 0.617)
C (2.651, 4.224, -1.837)
C (3.687, 5.084, -1.582)
C (0.265, -3.466, -2.440)
H (3.253, 1.383, 2.697)
H (5.171, 6.023, -0.381)
H (4.398, 0.405, 0.627)
H (0.608, 3.128, -3.270)
H (-0.305, -3.888, 2.381)
H (-1.906, 3.113, -1.551)
H (-2.433, 1.059, -2.965)
H (-4.015, -2.351, 3.080)
H (-5.532, -0.137, 1.795)
H (1.995, -0.765, 3.837)
H (-1.846, 1.472, 2.903)
H (5.332, 4.413, 1.304)
H (3.111, -0.790, 0.552)
H (-1.270, -2.892, 3.464)
H (1.386, -0.904, 2.206)
H (3.964, -0.217, 2.836)
H (3.866, 5.829, -2.352)
H (-0.254, 2.606, 2.494)
H (2.172, 4.377, -2.794)
H (-5.211, -0.593, -0.476)
H (0.854, -1.947, -5.425)
H (-3.316, -6.365, 2.500)
H (-2.102, -6.393, 1.210)
H (-1.230, -4.650, 3.680)
H (-0.217, -5.086, -4.158)
H (-1.774, 3.374, -3.300)
H (-4.002, 0.885, 3.247)
H (-0.148, 0.335, 3.562)
H (-0.740, 1.038, -3.450)
H (-3.794, -6.082, 0.815)
H (-0.001, -4.404, -1.971)
H (-4.581, -3.994, 3.426)
H (1.101, 1.477, 4.072)
H (4.387, 2.348, 1.409)
H (-5.046, -3.188, 1.918)
H (1.311, 2.325, 1.772)
H (0.095, 4.415, -2.158)
H (-3.366, -0.223, -1.774)